No. 1
Molecular formula: C4H7N2
Method: DFT, ωB97M-V/def2-TZVPD

Properties
- Highest occupied orbital energy (alpha / beta): -4.452 / -8.168 eV
- Relative energy (zero: lowest compared OMol25 entry of this formula, charge and spin): 4.5 kcal/mol
- HOMO-LUMO gap (alpha / beta): 5.6 / 9.2 eV
- 2S+1: 2

Last column: Löwdin spin population.
Element x y z (Å)
C: -1.54 -1.29 0.79  0.01
C: -0.49 -0.37 0.28  0.02
C: 0.68 -0.08 0.91  0.02
N: 1.43 0.72 0.01  0.22
C: 0.65 1.05 -1.06  0.47
N: -0.48 0.22 -0.98  0.19
H: -1.36 -1.46 1.85  0.00
H: -1.52 -2.26 0.29  0.00
H: -2.56 -0.90 0.71  0.00
H: 1.01 -0.06 1.93  0.00
H: 2.33 1.10 0.20  0.00
H: 1.11 1.26 -2.03  0.06
H: -1.09 0.29 -1.77  0.00

---

No. 2
Molecular formula: C4H7N2
Method: DFT, ωB97M-V/def2-TZVPD

Properties
- Charge: +1
- Highest occupied orbital energy: -14.504 eV
- SMILES: CN[N@+]12C=C1C2
- Relative energy (zero: lowest compared OMol25 entry of this formula, charge and spin): 195.2 kcal/mol
- HOMO-LUMO gap: 9.2 eV

Last column: Löwdin charge in e.
Element x y z (Å)
C: -1.88 -0.81 0.33  0.12
C: -2.10 0.18 -0.51  0.17
C: -1.09 1.21 -0.22  -0.05
C: 1.85 -0.18 0.14  -0.14
N: 0.77 -0.57 -0.63  0.06
N: -0.65 -0.05 0.25  -0.01
H: -2.16 -1.70 0.91  0.16
H: -0.45 1.71 -0.99  0.17
H: -1.44 1.86 0.55  0.14
H: 1.99 -0.78 1.18  0.15
H: 2.75 -0.18 -0.52  0.13
H: 1.74 0.80 0.34  0.03
H: 0.65 -1.48 -0.85  0.07

---

No. 3
Molecular formula: C4H7N2
Method: DFT, ωB97M-V/def2-TZVPD

Properties
- Charge: +1
- Highest occupied orbital energy: -14.526 eV
- Relative energy (zero: lowest compared OMol25 entry of this formula, charge and spin): 143.2 kcal/mol
- HOMO-LUMO gap: 9.3 eV

Last column: Löwdin charge in e.
Element x y z (Å)
C: -1.20 0.13 0.11  -0.03
C: 2.08 -0.68 0.37  -0.06
C: -1.64 -0.18 -1.29  -0.04
C: -0.60 1.01 -0.96  -0.02
N: 1.07 -0.87 1.11  0.01
N: -0.60 0.18 -2.03  0.25
H: -1.89 0.69 0.87  0.17
H: -0.43 -0.57 0.57  0.06
H: 2.07 -0.25 -0.60  0.05
H: 3.13 -1.08 0.42  0.10
H: -2.68 -0.59 -1.59  0.20
H: -0.32 2.06 -1.01  0.16
H: 1.31 -1.55 1.93  0.14

---

No. 4
Molecular formula: C4H7N2
Method: DFT, ωB97M-V/def2-TZVPD

Properties
- Charge: +1
- Highest occupied orbital energy: -13.162 eV
- Relative energy (zero: lowest compared OMol25 entry of this formula, charge and spin): 97.3 kcal/mol
- HOMO-LUMO gap: 8.3 eV

Last column: Löwdin charge in e.
Element x y z (Å)
C: 1.33 1.60 -0.01  -0.04
C: 0.50 0.83 -0.75  0.04
C: 0.94 2.39 1.05  0.00
C: -0.25 -0.03 -1.41  0.13
N: 0.71 3.13 1.93  0.34
N: -1.20 -2.99 -0.12  0.03
H: 2.31 1.60 -0.23  0.09
H: -0.55 -0.93 -0.88  0.05
H: -0.43 0.37 -2.37  0.09
H: 0.33 3.69 2.75  0.20
H: -2.04 -2.91 0.44  0.03
H: -0.41 -3.12 0.48  0.01
H: -1.25 -3.64 -0.86  0.02

---

No. 5
Molecular formula: C4H7N2
Method: DFT, ωB97M-V/def2-TZVPD

Properties
- Charge: +1
- Highest occupied orbital energy: -14.834 eV
- SMILES: [H]/N=C/C(=[NH2+])C=C
- Relative energy (zero: lowest compared OMol25 entry of this formula, charge and spin): 67.3 kcal/mol
- HOMO-LUMO gap: 8.8 eV

Last column: Löwdin charge in e.
Element x y z (Å)
C: -0.72 -1.50 0.01  -0.16
C: 0.96 2.01 0.83  0.13
C: 0.44 0.73 0.60  -0.03
C: -0.25 -0.20 -0.47  -0.16
N: -0.23 -1.96 1.07  0.19
N: -0.35 0.14 -1.71  0.26
H: -1.45 -1.99 -0.63  0.14
H: 1.40 2.20 1.79  0.07
H: 0.94 2.82 0.11  0.06
H: 0.52 0.09 1.48  0.08
H: -0.54 -2.88 1.36  0.10
H: -0.77 -0.46 -2.41  0.16
H: 0.04 1.02 -2.04  0.16

---

No. 6
Molecular formula: C4H7N2
Method: DFT, ωB97M-V/def2-TZVPD

Properties
- Charge: +1
- Highest occupied orbital energy (alpha / beta): -15.535 / -11.846 eV
- Relative energy (zero: lowest compared OMol25 entry of this formula, charge and spin): 187.1 kcal/mol
- HOMO-LUMO gap (alpha / beta): 10.5 / 3.5 eV

Last column: Löwdin charge in e.
Element x y z (Å)
C: 1.16 0.16 -0.27  -0.12
C: 0.88 1.46 0.37  -0.25
C: 2.04 -0.83 -0.60  0.02
C: -3.13 -0.92 0.23  0.12
N: 1.20 2.51 0.83  0.34
N: -0.10 0.52 -0.10  0.36
H: 3.09 -0.54 -0.51  0.13
H: 1.93 -1.19 -1.62  0.13
H: 1.85 -1.73 0.04  0.15
H: -2.46 -1.69 0.18  -0.06
H: -4.22 -1.26 -0.09  0.05
H: -3.02 0.16 0.30  -0.02
H: 0.78 3.35 1.22  0.15

---

No. 7
Molecular formula: C4H7N2
Method: DFT, ωB97M-V/def2-TZVPD

Properties
- Charge: +1
- Highest occupied orbital energy: -16.088 eV
- Relative energy (zero: lowest compared OMol25 entry of this formula, charge and spin): 122.8 kcal/mol
- HOMO-LUMO gap: 11.3 eV

Last column: Löwdin charge in e.
Element x y z (Å)
C: -0.90 0.92 0.23  0.02
C: -1.54 -0.44 -0.32  0.04
C: 1.67 0.19 0.11  -0.08
C: -0.05 -0.45 -0.63  -0.22
N: 0.93 -1.11 0.03  0.17
N: 0.56 0.89 -0.60  0.11
H: -1.52 1.69 -0.09  0.11
H: -0.65 1.08 1.23  0.11
H: -1.86 -1.31 0.44  0.18
H: -2.35 -0.45 -0.98  0.10
H: 1.84 0.66 1.05  0.12
H: 2.71 0.38 -0.41  0.18
H: 1.16 -2.06 -0.07  0.15

---

No. 8
Molecular formula: C4H7N2
Method: DFT, ωB97M-V/def2-TZVPD

Properties
- Charge: +1
- Highest occupied orbital energy: -15.904 eV
- SMILES: C1[C@@H]2[C@H]1[N@+]21CN1
- Relative energy (zero: lowest compared OMol25 entry of this formula, charge and spin): 166.7 kcal/mol
- HOMO-LUMO gap: 13.0 eV

Last column: Löwdin charge in e.
Element x y z (Å)
C: 1.60 -0.42 0.25  0.10
C: -1.57 -0.63 0.00  0.03
C: 0.81 0.79 0.66  -0.11
C: 0.73 0.49 -0.74  0.01
N: -1.81 0.79 0.18  0.18
N: -0.44 0.37 0.16  -0.11
H: 2.68 -0.19 0.27  0.15
H: 1.04 -1.35 0.43  0.12
H: -2.05 -1.32 0.72  0.15
H: -1.44 -1.11 -0.90  0.10
H: 0.86 1.60 1.24  0.13
H: 0.70 1.17 -1.53  0.14
H: -2.12 1.33 -0.55  0.10

---

No. 9
Molecular formula: C4H7N2
Method: DFT, ωB97M-V/def2-TZVPD

Properties
- Charge: +1
- Highest occupied orbital energy (alpha / beta): -11.968 / -15.404 eV
- Relative energy (zero: lowest compared OMol25 entry of this formula, charge and spin): 53.7 kcal/mol
- HOMO-LUMO gap (alpha / beta): 7.8 / 8.3 eV
- 2S+1: 3

Last column: Löwdin spin population.
Element x y z (Å)
C: -1.01 -1.77 -0.34  1.10
C: 0.45 -0.12 -1.06  0.08
C: -0.14 0.19 0.41  0.29
C: 0.25 1.39 1.18  0.04
N: -0.06 -1.40 -1.29  0.24
N: -0.91 -0.81 0.70  0.12
H: -0.13 0.69 -1.43  0.04
H: 1.44 -0.23 -1.95  0.06
H: -0.34 2.23 1.14  0.01
H: 1.28 1.63 0.91  0.00
H: 0.41 1.14 2.29  0.01
H: 0.19 -1.94 -2.03  0.01
H: -1.43 -1.01 1.48  0.01

---

No. 10
Molecular formula: C4H7N2O
Method: DFT, ωB97M-V/def2-TZVPD

Properties
- Charge: +1
- Highest occupied orbital energy: -14.542 eV
- SMILES: C=C(O)/C=N\C=[NH2+]
- Relative energy (zero: lowest compared OMol25 entry of this formula, charge and spin): 72.7 kcal/mol
- HOMO-LUMO gap: 9.4 eV

Last column: Löwdin charge in e.
Element x y z (Å)
C: 0.52 1.11 -0.19  0.00
C: 1.30 -0.12 0.09  -0.35
C: 2.61 -0.16 -0.19  0.15
C: -1.57 0.09 0.24  -0.19
N: -0.75 1.01 -0.24  0.14
N: -2.69 -0.24 -0.38  0.18
O: 0.41 -1.13 0.48  -0.03
H: 1.14 2.04 -0.26  0.16
H: 3.38 -0.93 -0.37  0.10
H: 3.06 0.70 -0.80  0.12
H: -1.58 0.12 1.34  0.17
H: -2.71 -0.56 -1.41  0.19
H: -3.35 -0.84 0.11  0.14
H: 0.23 -1.07 1.57  0.23

---

No. 11
Molecular formula: C4H7N2O
Method: DFT, ωB97M-V/def2-TZVPD

Properties
- Charge: +1
- Highest occupied orbital energy (alpha / beta): -13.579 / -13.643 eV
- Relative energy (zero: lowest compared OMol25 entry of this formula, charge and spin): 209.9 kcal/mol
- HOMO-LUMO gap (alpha / beta): 7.9 / 7.9 eV

Last column: Löwdin charge in e.
Element x y z (Å)
C: -0.31 0.45 -1.64  -0.11
C: -0.45 -0.43 0.43  0.06
C: -0.74 -1.19 1.59  -0.03
C: 1.40 1.20 -0.09  0.05
N: -1.87 -1.13 -1.42  0.26
N: 0.16 0.39 -0.35  -0.05
O: -1.19 -0.36 -2.05  -0.04
H: 0.00 1.27 -2.25  0.16
H: -1.45 -0.78 2.32  0.12
H: -1.23 -2.09 1.21  0.10
H: 0.21 -1.45 2.18  0.14
H: 1.98 1.52 -0.97  0.12
H: 1.31 2.00 0.61  0.10
H: 2.19 0.61 0.43  0.12

---

No. 12
Molecular formula: C4H7N2O2
Method: DFT, ωB97M-V/def2-TZVPD

Properties
- Charge: +1
- Highest occupied orbital energy (alpha / beta): -12.449 / -12.448 eV
- Relative energy (zero: lowest compared OMol25 entry of this formula, charge and spin): 76.8 kcal/mol
- HOMO-LUMO gap (alpha / beta): 7.1 / 7.1 eV

Last column: Löwdin charge in e.
Element x y z (Å)
C: -1.30 -1.45 -1.36  0.08
C: 0.42 0.53 0.24  -0.30
C: -1.40 -1.22 0.04  -0.09
C: 1.75 0.83 0.82  0.02
N: -0.16 -0.68 0.55  0.09
N: -0.16 1.37 -0.57  -0.06
O: -1.05 -1.55 -2.46  0.40
O: -1.27 1.15 -1.18  -0.13
H: -2.24 -0.51 0.19  0.17
H: -1.65 -2.14 0.59  0.17
H: 1.87 1.91 0.95  0.10
H: 2.56 0.48 0.17  0.10
H: 1.87 0.36 1.80  0.10
H: 0.47 -1.35 0.98  0.16
H: 0.30 2.26 -0.77  0.19

---

Number 1: molar mass 83.11 g/mol, E_tot -7239.306 eV. Number 2: molar mass 83.11 g/mol, E_tot -7227.272 eV. Number 3: molar mass 83.11 g/mol, E_tot -7229.528 eV. Number 4: molar mass 83.11 g/mol, E_tot -7231.518 eV. Number 5: molar mass 83.11 g/mol, E_tot -7232.819 eV. Number 6: molar mass 83.11 g/mol, E_tot -7227.625 eV. Number 7: molar mass 83.11 g/mol, E_tot -7230.414 eV. Number 8: molar mass 83.11 g/mol, E_tot -7228.510 eV. Number 9: molar mass 83.11 g/mol, E_tot -7228.402 eV. Number 10: molar mass 99.11 g/mol, E_tot -9279.636 eV. Number 11: molar mass 99.11 g/mol, E_tot -9273.686 eV. Number 12: molar mass 115.11 g/mol, E_tot -11326.393 eV.